17
Properties=species:S:1:pos:R:3 method="wB97M-V/def2-TZVPD" homo_lumo_gap_ev=9.816 relative_energy_ev=1.587 e_tot_ha=-343.14314 fmax_ha_per_bohr=0.036 e_homo_ha=-0.33103 lumo_energy_ev=0.808 spin_multiplicity=1
N 0.794 2.265 0.351
C 1.379 0.998 -0.004
C 0.679 -0.164 0.683
N -0.106 -0.966 -0.144
C -0.902 -1.976 0.592
C -0.976 -0.264 -1.081
O 0.844 -0.393 1.855
H -0.120 2.424 -0.060
H 1.330 3.112 0.327
H 2.390 0.999 0.395
H 1.390 0.796 -1.085
H -0.274 -2.390 1.376
H -1.826 -1.546 0.962
H -1.011 -2.823 -0.084
H -0.400 0.261 -1.849
H -1.528 0.566 -0.614
H -1.663 -0.899 -1.620

17
Properties=species:S:1:pos:R:3 method="wB97M-V/def2-TZVPD" homo_lumo_gap_ev=9.874 relative_energy_ev=1.455 e_tot_ha=-343.14801 fmax_ha_per_bohr=0.036 e_homo_ha=-0.33009 lumo_energy_ev=0.892 spin_multiplicity=1
C 1.537 0.489 0.002
N 0.116 0.530 0.236
C -0.358 1.914 0.201
C -0.530 -0.355 -0.747
C -0.388 -1.796 -0.279
N -0.781 -1.954 1.044
O 0.040 -2.739 -0.897
H 2.200 0.999 0.699
H 1.900 -0.527 -0.155
H 1.818 0.980 -0.966
H -0.568 2.246 1.213
H -1.367 1.979 -0.237
H 0.237 2.541 -0.464
H -0.118 -0.132 -1.740
H -1.591 -0.109 -0.820
H -1.013 -2.880 1.306
H -1.133 -1.186 1.602

17
Properties=species:S:1:pos:R:3 method="wB97M-V/def2-TZVPD" homo_lumo_gap_ev=10.528 relative_energy_ev=5.200 e_tot_ha=-343.01038 fmax_ha_per_bohr=0.130 e_homo_ha=-0.34952 lumo_energy_ev=1.017 spin_multiplicity=1
C -1.523 0.125 0.714
C 0.945 0.019 1.154
C 0.197 1.374 -0.792
C -0.293 0.524 0.386
N 1.416 -2.274 -1.998
N 0.713 -1.607 -1.298
O -0.662 -1.677 -1.379
H -2.355 0.473 0.101
H -1.044 -1.032 -0.698
H -1.526 -0.501 1.511
H 1.169 0.342 2.188
H 1.830 0.427 0.585
H 0.796 -1.078 1.188
H 0.656 2.158 -0.372
H 0.795 0.833 -1.476
H -0.761 1.686 -1.439
H 0.987 -3.017 -2.579

18
Properties=species:S:1:pos:R:3 method="wB97M-V/def2-TZVPD" homo_lumo_gap_ev="3.281 / 7.264" relative_energy_ev=2.699 e_tot_ha=-418.32104 fmax_ha_per_bohr=0.059 e_homo_ha="0.03379 / -0.11612" lumo_energy_ev="4.201 / 4.104" spin_multiplicity=2 s_squared=0.77 charge=-1
H -0.080 0.567 1.367
O 0.594 1.173 2.192
N -0.445 -0.008 0.295
H -0.041 1.845 2.402
C -0.389 -1.296 -0.088
C -0.571 0.704 -0.870
C -0.281 -1.435 -1.489
N -0.534 -0.190 -1.953
H -0.818 0.019 -2.880
H -0.484 1.777 -1.014
H -0.047 -2.181 -2.239
C -0.460 -2.503 0.830
H 0.300 -2.559 1.579
H -1.430 -2.766 1.209
H -0.228 -3.423 0.164
O 1.484 2.583 0.159
H 1.276 2.009 1.038
H 1.974 3.179 0.689

18
Properties=species:S:1:pos:R:3 method="wB97M-V/def2-TZVPD" homo_lumo_gap_ev="8.976 / 8.975" relative_energy_ev=6.760 e_tot_ha=-418.21255 fmax_ha_per_bohr=0.050 e_homo_ha="-0.32794 / -0.32793" lumo_energy_ev="0.052 / 0.052" spin_multiplicity=1
C 0.180 -0.891 -0.293
C -0.367 -0.233 -1.325
C -0.630 -1.328 0.892
C 1.601 -1.363 -0.313
N -1.626 2.181 0.277
O -0.382 2.355 -0.339
N 0.692 1.561 0.342
O 1.774 1.819 -0.052
H -1.955 3.092 0.596
H -1.488 1.576 1.089
H 0.221 0.070 -2.176
H -1.424 -0.023 -1.368
H -0.170 -0.983 1.820
H 2.131 -0.999 0.568
H -0.667 -2.418 0.939
H -1.652 -0.959 0.837
H 1.640 -2.453 -0.298
H 2.123 -1.003 -1.196

18
Properties=species:S:1:pos:R:3 method="wB97M-V/def2-TZVPD" homo_lumo_gap_ev=9.816 relative_energy_ev=2.940 e_tot_ha=-418.35292 fmax_ha_per_bohr=0.120 e_homo_ha=-0.34745 lumo_energy_ev=0.361 spin_multiplicity=1
H 0.980 0.296 1.768
O 1.850 -0.238 2.469
N 0.193 0.597 0.752
H 1.779 0.316 3.143
C -0.958 -0.099 0.390
C 0.588 1.361 -0.282
C -1.286 0.270 -0.885
N -0.287 1.130 -1.333
H -0.435 1.712 -2.058
H 1.445 2.115 -0.300
H -1.465 -0.932 0.928
C -2.360 -0.155 -1.717
H -2.760 0.750 -2.282
H -2.075 -1.111 -2.368
H -3.218 -0.419 -1.103
O 2.760 -2.263 0.991
H 2.466 -1.535 1.679
H 2.784 -1.796 0.209

18
Properties=species:S:1:pos:R:3 method="wB97M-V/def2-TZVPD" homo_lumo_gap_ev=7.653 relative_energy_ev=2.650 e_tot_ha=-418.36356 fmax_ha_per_bohr=0.043 e_homo_ha=-0.25334 lumo_energy_ev=0.760 spin_multiplicity=1
C 1.564 -0.150 0.539
C 2.001 0.314 -0.844
N 0.374 -1.141 0.477
C -1.216 0.660 0.419
C -0.859 -0.628 0.157
N -1.722 -1.473 -0.548
O -0.763 1.369 1.521
O -2.392 1.170 -0.128
H -0.624 2.289 1.259
H -3.025 1.338 0.583
H 0.530 -2.058 0.075
H -2.583 -1.007 -0.800
H -1.304 -1.925 -1.351
H 2.351 -0.733 1.019
H 1.336 0.695 1.187
H 2.193 -0.543 -1.489
H 2.916 0.900 -0.773
H 1.224 0.923 -1.302

18
Properties=species:S:1:pos:R:3 method="wB97M-V/def2-TZVPD" homo_lumo_gap_ev=9.943 relative_energy_ev=2.667 e_tot_ha=-418.36295 fmax_ha_per_bohr=0.087 e_homo_ha=-0.34136 lumo_energy_ev=0.654 spin_multiplicity=1
N 1.460 0.500 0.053
C 0.320 -0.216 -0.519
C 0.641 -1.694 -0.413
O 1.996 -1.932 -0.641
C -1.054 0.107 0.255
N -1.447 1.378 0.501
C -0.675 2.518 0.418
O -1.808 -0.835 0.435
H 1.744 0.142 0.958
H 2.244 0.446 -0.529
H 0.167 0.209 -1.627
H 0.401 -2.214 0.526
H -0.007 -2.221 -1.098
H 2.185 -1.523 -1.476
H -2.361 1.423 1.101
H 0.327 2.195 0.354
H -0.647 2.948 1.405
H -1.041 3.303 -0.304

18
Properties=species:S:1:pos:R:3 method="wB97M-V/def2-TZVPD" homo_lumo_gap_ev=9.935 relative_energy_ev=2.042 e_tot_ha=-418.38592 fmax_ha_per_bohr=0.027 e_homo_ha=-0.34064 lumo_energy_ev=0.666 spin_multiplicity=1
C -1.088 -0.114 -0.948
N -0.451 -0.252 -2.236
C 0.224 -1.352 -2.643
O 0.352 -2.348 -1.972
C -0.164 -0.422 0.257
N -0.141 0.717 1.178
C 0.829 0.571 2.213
O 0.905 1.744 3.016
H -1.412 0.913 -0.816
H -1.969 -0.736 -0.827
H -0.476 0.567 -2.816
H 0.637 -1.242 -3.660
H 0.828 -0.813 0.026
H -0.620 -1.230 0.835
H 0.020 1.592 0.686
H 0.584 -0.237 2.893
H 1.856 0.400 1.868
H 0.084 2.242 2.946

18
Properties=species:S:1:pos:R:3 method="wB97M-V/def2-TZVPD" homo_lumo_gap_ev=7.296 relative_energy_ev=4.804 e_tot_ha=-418.28443 fmax_ha_per_bohr=0.059 e_homo_ha=-0.30783 lumo_energy_ev=-1.081 spin_multiplicity=1
C -0.712 0.023 0.903
C 0.648 0.001 -1.114
C -0.020 -1.125 -1.771
C 0.665 0.551 0.248
N -1.871 0.465 0.169
N 1.832 -0.219 0.695
O -0.683 0.510 2.243
O 0.745 1.860 0.237
H -0.326 1.413 2.184
H -0.734 -1.067 1.010
H 1.357 0.552 -1.728
H -2.717 0.292 0.698
H -1.772 1.462 -0.007
H 1.704 -0.873 1.458
H 2.664 0.356 0.726
H -0.980 -0.761 -2.167
H 0.482 -1.484 -2.669
H -0.282 -1.954 -1.114

18
Properties=species:S:1:pos:R:3 method="wB97M-V/def2-TZVPD" homo_lumo_gap_ev=10.027 relative_energy_ev=0.355 e_tot_ha=-418.44791 fmax_ha_per_bohr=0.016 e_homo_ha=-0.34595 lumo_energy_ev=0.614 spin_multiplicity=1
C 0.259 -1.816 1.997
C 0.351 -0.329 2.266
O 1.331 0.171 2.782
N -0.739 0.401 1.906
H -0.564 1.391 1.812
H -1.424 0.036 1.264
H -0.768 -2.181 2.060
H 0.814 -2.322 2.774
H 0.694 -2.024 1.019
C -0.613 -0.912 -2.273
C -0.288 0.541 -2.059
O -0.628 1.141 -1.053
N 0.373 1.153 -3.064
H -1.670 -1.039 -2.010
H -0.054 -1.508 -1.550
H 0.728 2.076 -2.865
H 0.829 0.605 -3.772
H -0.477 -1.304 -3.283

18
Properties=species:S:1:pos:R:3 method="wB97M-V/def2-TZVPD" homo_lumo_gap_ev=8.947 relative_energy_ev=5.395 e_tot_ha=-418.26272 fmax_ha_per_bohr=0.141 e_homo_ha=-0.35382 lumo_energy_ev=-0.681 spin_multiplicity=1
C -0.114 2.550 -1.718
C -0.327 3.843 -2.256
C 0.426 -2.512 1.439
C 0.634 -3.848 2.236
H 0.184 1.721 0.222
H -0.798 3.453 0.470
H -0.046 3.838 -3.358
H 0.305 4.550 -1.571
H -1.593 4.300 -2.095
H -0.473 -1.813 -0.288
H -0.713 -3.463 0.067
H 0.120 -4.773 1.872
H 0.102 -3.648 3.072
H 1.773 -3.990 2.274
N 0.129 2.533 -0.408
N -0.133 -2.651 0.227
O -0.324 1.446 -2.288
O 0.852 -1.535 2.103